Here is a 2-piece molecular cluster, C10H22N2O7P2 overall at a distorted geometry from the Open Molecules 2025 dataset. Energies are from the ωB97M-V functional and the def2-TZVPD basis.

Summary:
HOMO energy	-0.3119	hartree
SMILES string	CCOC[C@@H]1C[C@@](P(C)C)(P(=O)(O)O)C(=O)N1.C[N+](=O)[O-]
orbital gap	8.58	eV
LUMO energy	0.003	Ha
total charge	0
spin multiplicity	1
E_tot	-1713.13289	a.u.

```
43
Properties=species:S:1:pos:R:3:forces:R:3
C 4.064 0.827 1.084 -0.168 -0.291 -0.103
C 3.117 0.273 0.023 0.196 -0.191 0.020
O 2.109 -0.503 0.668 -0.222 0.323 0.050
C 0.991 -0.820 -0.140 0.218 -0.090 0.104
C -0.263 -0.727 0.709 -0.129 -0.460 0.495
C -1.565 -0.865 -0.124 0.173 -0.015 0.335
C -2.518 0.195 0.498 -0.402 -0.315 -0.195
P -3.683 0.977 -0.763 0.509 0.190 -0.387
C -4.449 2.390 0.132 -0.098 -0.134 0.205
C -5.146 -0.128 -0.972 -0.168 0.020 0.057
P -3.249 -0.582 1.972 0.341 0.217 0.398
O -2.353 -0.874 3.092 -0.173 0.169 -0.234
O -3.932 -1.900 1.339 -0.473 0.231 0.034
O -4.481 0.350 2.413 -0.120 -0.328 0.081
C -1.451 1.252 0.850 0.005 -0.414 -0.022
O -1.493 2.423 0.574 -0.142 0.474 0.381
N -0.393 0.570 1.382 0.443 0.299 -0.959
H 5.097 0.710 0.761 -0.063 0.243 0.014
H 3.848 1.874 1.295 0.082 -0.080 0.119
H 3.937 0.232 1.990 -0.009 0.133 0.018
H 3.668 -0.372 -0.675 -0.076 0.087 -0.049
H 2.647 1.080 -0.552 0.052 -0.087 -0.021
H 0.942 -0.152 -1.009 -0.089 0.001 0.073
H 1.079 -1.859 -0.489 -0.033 0.125 -0.192
H -0.215 -1.521 1.461 -0.027 0.134 0.011
H -1.963 -1.876 -0.049 0.013 0.040 -0.248
H -1.371 -0.607 -1.170 -0.101 -0.058 0.044
H -4.609 3.171 -0.614 -0.081 -0.008 0.132
H -5.398 2.119 0.598 -0.022 0.098 -0.062
H -3.784 2.778 0.900 0.007 0.021 -0.119
H -6.020 0.528 -1.042 0.096 -0.047 -0.120
H -5.067 -0.681 -1.908 0.025 -0.022 0.068
H -5.331 -0.841 -0.174 0.022 -0.068 0.076
H -4.664 -2.198 1.900 0.265 -0.237 -0.041
H -5.309 0.151 1.959 0.060 0.212 -0.087
H 0.457 1.118 1.441 0.026 -0.123 0.191
C 6.978 -1.427 -2.789 -0.020 0.006 -0.093
N 6.295 -0.296 -2.103 -0.004 0.008 0.020
O 5.590 0.432 -2.768 -0.017 -0.004 -0.014
O 6.491 -0.183 -0.911 0.081 -0.052 -0.056
H 6.709 -1.400 -3.838 -0.009 0.014 -0.001
H 8.045 -1.294 -2.642 0.005 -0.020 0.041
H 6.644 -2.342 -2.309 0.028 0.000 0.036
```
Forces are in eV/Å.


Here is a 4-piece molecular cluster, C10H22NO11S2 overall at a distorted geometry from the Open Molecules 2025 dataset. Energies are from the ωB97M-V functional and the def2-TZVPD basis.

Summary:
HOMO energy	-0.1707	hartree
orbital gap	7.15	eV
LUMO energy	0.092	Ha
total charge	-1
relative energy (zero: lowest compared OMol25 entry of this formula, charge and spin)	1.9	kcal per mole
spin multiplicity	1
E_tot	-2072.91171	a.u.

```
46
Properties=species:S:1:pos:R:3:forces:R:3
N -9.268 -13.005 -6.401 -0.638 0.290 -0.899
O -10.325 -12.558 -5.905 0.667 -0.290 0.188
O -8.868 -12.541 -7.507 0.086 -0.318 0.616
O -8.638 -13.938 -5.862 0.116 -0.048 0.243
O -8.679 -9.859 -8.499 -0.287 0.949 -0.228
C -7.530 -9.860 -8.792 -0.283 -1.552 0.510
O -6.756 -8.760 -8.879 0.278 1.102 0.433
C -5.414 -9.070 -9.226 -0.399 -1.434 -1.568
C -5.481 -10.529 -9.789 0.631 0.688 0.344
C -6.696 -11.102 -9.035 1.333 0.679 -1.197
H -4.708 -9.112 -8.399 -0.308 0.622 0.368
H -5.131 -8.370 -10.008 0.337 0.213 0.266
H -4.487 -10.951 -9.621 -0.296 -0.516 0.263
H -5.619 -10.598 -10.869 -0.251 0.401 0.007
H -6.398 -11.506 -8.072 -0.443 -0.450 -0.048
H -7.203 -11.767 -9.723 -0.382 -0.463 0.751
O -7.571 -17.302 -9.477 -0.188 -0.536 -0.493
S -8.921 -16.842 -9.294 1.158 1.777 2.415
O -10.018 -17.307 -10.059 -0.392 -0.286 -0.606
O -9.326 -17.125 -7.749 0.016 0.153 -1.220
C -8.329 -17.410 -6.761 0.394 -0.325 0.158
C -8.165 -18.915 -6.675 -0.642 -0.480 1.988
C -8.834 -15.034 -9.210 -0.486 -1.087 -0.604
H -8.751 -16.971 -5.858 0.080 -0.194 0.106
H -7.358 -16.929 -6.902 -0.279 0.250 -0.585
H -9.072 -19.310 -6.198 -0.324 -0.094 -0.801
H -7.484 -19.224 -5.868 0.605 0.425 -0.483
H -7.937 -19.447 -7.591 0.041 0.241 -0.176
H -7.937 -14.770 -8.663 -0.152 0.033 0.288
H -9.751 -14.715 -8.724 0.145 0.258 0.098
H -8.782 -14.655 -10.230 -0.035 -0.028 -0.006
O -12.985 -11.713 -4.984 -0.772 -1.003 0.696
S -13.700 -12.548 -4.050 0.863 0.889 0.380
O -13.867 -13.965 -4.232 -0.135 0.689 -0.313
O -13.073 -12.349 -2.564 -0.672 0.361 -0.603
C -11.708 -12.710 -2.418 1.637 -1.134 0.315
C -11.015 -11.793 -1.444 -0.265 0.770 -0.514
C -15.262 -11.787 -3.669 -0.227 -0.560 0.006
H -11.172 -12.702 -3.371 -0.239 -0.079 -0.126
H -11.619 -13.709 -1.969 -0.496 -0.091 -0.503
H -11.666 -11.689 -0.572 0.241 0.370 0.067
H -10.819 -10.854 -1.973 -0.262 0.224 0.534
H -10.038 -12.163 -1.142 -0.078 -0.343 -0.005
H -15.926 -12.001 -4.505 0.025 -0.105 0.021
H -15.215 -10.714 -3.522 0.455 -0.011 -0.019
H -15.609 -12.284 -2.766 -0.175 0.042 -0.064
```
Forces are in eV/Å.


Here is a 2-piece molecular cluster, C10H22NSi overall at a distorted geometry from the Open Molecules 2025 dataset. Energies are from the ωB97M-V functional and the def2-TZVPD basis.

Summary:
HOMO energy	-0.4360	hartree
orbital gap	7.77	eV
LUMO energy	-0.150	Ha
total charge	+1
relative energy (zero: lowest compared OMol25 entry of this formula, charge and spin)	56.7	kcal per mole
spin multiplicity	1
E_tot	-738.06558	a.u.

```
34
Properties=species:S:1:pos:R:3:forces:R:3
C 0.418 1.585 -2.063 0.122 0.150 -2.135
C 0.133 1.238 -0.838 -0.160 0.785 2.026
C 1.078 -3.169 0.492 0.461 0.826 -3.987
C -0.378 -3.217 0.123 -1.139 -0.254 -0.843
C 1.767 -1.774 0.493 0.801 -2.378 0.165
C -0.688 -2.568 -1.207 -0.227 0.136 -0.197
C 1.461 -0.928 -0.677 2.101 1.254 -2.366
C -0.869 -1.074 -1.161 -2.201 2.009 -2.010
C 0.147 4.660 1.398 1.785 -2.316 -2.035
C -2.265 2.354 1.644 -1.694 -0.984 1.536
N 0.178 -0.245 -0.554 -0.031 -1.141 1.474
Si -0.477 2.810 1.714 1.440 0.439 -2.855
H 0.543 2.611 -2.390 -0.274 0.209 0.503
H 0.514 0.945 -2.965 0.154 -0.205 0.798
H 1.183 -3.582 1.415 0.793 -1.590 2.418
H 1.563 -3.770 -0.370 -0.252 0.615 1.744
H -0.736 -4.250 -0.029 0.381 0.238 0.786
H -1.030 -2.715 0.827 -0.190 -0.171 0.704
H 1.557 -1.261 1.415 -0.232 0.499 0.492
H 2.859 -1.998 0.540 -0.693 0.392 -0.153
H 0.113 -2.735 -1.917 0.182 -0.372 -0.163
H -1.577 -3.019 -1.693 0.274 0.467 0.426
H 2.156 -0.119 -0.779 0.736 0.477 0.439
H 1.578 -1.367 -1.699 -0.414 -0.174 0.996
H -0.861 -0.751 -2.241 -0.411 -0.061 1.058
H -1.773 -0.611 -0.662 0.317 -1.250 -0.828
H 0.189 5.329 2.201 -0.403 0.778 1.485
H 1.225 4.723 0.944 -1.822 -0.746 0.911
H -0.462 5.053 0.592 -0.482 0.129 0.040
H -2.498 1.677 2.537 0.414 0.911 -0.791
H -3.095 3.101 1.652 1.129 -0.039 0.103
H -2.544 1.693 0.819 0.619 0.160 -0.233
H 0.053 -0.354 0.456 -0.442 0.556 -0.123
H 0.536 1.726 1.983 -0.641 0.651 0.616
```
Forces are in eV/Å.


Question: Which of these has the lowest LUMO energy?
Answer: C10H22NSi


Copy entry 3 word for word.
Here is a 2-piece molecular cluster, C10H22NSi overall at a distorted geometry from the Open Molecules 2025 dataset. Energies are from the ωB97M-V functional and the def2-TZVPD basis.

Summary:
HOMO energy	-0.4360	hartree
orbital gap	7.77	eV
LUMO energy	-0.150	Ha
total charge	+1
relative energy (zero: lowest compared OMol25 entry of this formula, charge and spin)	56.7	kcal per mole
spin multiplicity	1
E_tot	-738.06558	a.u.

```
34
Properties=species:S:1:pos:R:3:forces:R:3
C 0.418 1.585 -2.063 0.122 0.150 -2.135
C 0.133 1.238 -0.838 -0.160 0.785 2.026
C 1.078 -3.169 0.492 0.461 0.826 -3.987
C -0.378 -3.217 0.123 -1.139 -0.254 -0.843
C 1.767 -1.774 0.493 0.801 -2.378 0.165
C -0.688 -2.568 -1.207 -0.227 0.136 -0.197
C 1.461 -0.928 -0.677 2.101 1.254 -2.366
C -0.869 -1.074 -1.161 -2.201 2.009 -2.010
C 0.147 4.660 1.398 1.785 -2.316 -2.035
C -2.265 2.354 1.644 -1.694 -0.984 1.536
N 0.178 -0.245 -0.554 -0.031 -1.141 1.474
Si -0.477 2.810 1.714 1.440 0.439 -2.855
H 0.543 2.611 -2.390 -0.274 0.209 0.503
H 0.514 0.945 -2.965 0.154 -0.205 0.798
H 1.183 -3.582 1.415 0.793 -1.590 2.418
H 1.563 -3.770 -0.370 -0.252 0.615 1.744
H -0.736 -4.250 -0.029 0.381 0.238 0.786
H -1.030 -2.715 0.827 -0.190 -0.171 0.704
H 1.557 -1.261 1.415 -0.232 0.499 0.492
H 2.859 -1.998 0.540 -0.693 0.392 -0.153
H 0.113 -2.735 -1.917 0.182 -0.372 -0.163
H -1.577 -3.019 -1.693 0.274 0.467 0.426
H 2.156 -0.119 -0.779 0.736 0.477 0.439
H 1.578 -1.367 -1.699 -0.414 -0.174 0.996
H -0.861 -0.751 -2.241 -0.411 -0.061 1.058
H -1.773 -0.611 -0.662 0.317 -1.250 -0.828
H 0.189 5.329 2.201 -0.403 0.778 1.485
H 1.225 4.723 0.944 -1.822 -0.746 0.911
H -0.462 5.053 0.592 -0.482 0.129 0.040
H -2.498 1.677 2.537 0.414 0.911 -0.791
H -3.095 3.101 1.652 1.129 -0.039 0.103
H -2.544 1.693 0.819 0.619 0.160 -0.233
H 0.053 -0.354 0.456 -0.442 0.556 -0.123
H 0.536 1.726 1.983 -0.641 0.651 0.616
```
Forces are in eV/Å.


Question: Number 1 is which compound?
Answer: C10H22N2O7P2